87
Properties=species:S:1:pos:R:3:forces:R:3:lowdin_charge:R:1 method="wB97M-V/def2-TZVPD" e_lumo_ha=-0.045 fmax_ev_per_a=4.5 gap_ev=8.34 smiles="O=C1C=CC(=O)C=C1.O=S1(=O)CCCC1.O=S1(=O)CCCC1.O=S1(=O)CCCC1.O=S1(=O)CCCC1.O=S1(=O)CCCC1" spin_multiplicity=1 e_tot_ev=-106417.08234
O 5.79036 5.38026 -5.67363 -0.51 -0.17 0.02 0.094
C 4.79237 5.10830 -5.03003 0.56 0.35 0.26 -0.390
C 3.89313 6.21591 -4.58177 -1.90 0.79 0.42 0.031
C 2.85843 6.03822 -3.69174 3.26 -1.27 -2.84 0.049
C 2.80176 4.62633 -3.23925 -1.73 0.16 2.02 -0.398
O 1.93807 4.42893 -2.41085 -0.85 -0.70 0.86 0.083
C 3.65320 3.47427 -3.60359 0.48 0.98 -1.93 0.037
C 4.53620 3.72037 -4.58445 0.60 -0.81 1.08 0.017
H 4.09237 7.13931 -5.13364 -0.03 -0.11 0.44 0.118
H 2.06974 6.71408 -3.36771 0.46 -0.10 -0.03 0.126
H 3.45154 2.48314 -3.18734 0.04 0.59 0.10 0.132
H 5.28139 2.97111 -4.86568 -0.37 0.24 -0.35 0.125
O -6.09532 3.95908 -1.47392 -0.42 0.09 0.35 -0.338
S -4.66357 4.07689 -1.38115 0.10 -0.03 -0.76 0.667
O -4.04785 5.03209 -0.47555 -0.40 -0.87 0.03 -0.342
C -3.94100 2.40167 -1.33751 1.02 1.80 -0.72 -0.210
C -3.92231 2.04134 -2.84295 -0.70 -1.65 0.77 -0.243
C -3.29230 3.17193 -3.61563 -0.90 1.36 0.86 -0.181
C -4.01203 4.45934 -3.00913 1.66 -0.52 -0.86 -0.208
H -4.43200 1.70870 -0.66084 -0.08 0.18 -0.04 0.107
H -2.92561 2.70969 -1.03929 -0.08 -0.85 0.21 0.072
H -3.34698 1.11899 -2.96389 -0.18 0.00 -0.02 0.098
H -4.97621 1.81193 -3.10032 0.55 0.23 -0.30 0.127
H -3.48878 3.18418 -4.69023 0.04 -0.39 0.17 0.110
H -2.21808 3.12612 -3.45127 0.06 0.37 0.11 0.103
H -4.73745 4.74646 -3.75144 -0.79 0.20 0.35 0.093
H -3.34696 5.29922 -2.83515 0.15 0.04 -0.12 0.089
O 3.19646 -1.63618 1.72429 -0.29 -0.68 -0.52 -0.336
S 2.94349 -2.10945 0.36434 -1.01 0.21 2.17 0.658
O 3.29881 -1.19776 -0.66837 0.09 0.52 -1.15 -0.310
C 3.72782 -3.68031 0.09119 0.00 -1.06 -1.13 -0.216
C 2.69527 -4.87239 0.24110 0.57 2.06 0.91 -0.166
C 1.47209 -4.17014 0.89884 -0.55 -0.69 -0.29 -0.222
C 1.25208 -2.78590 0.24318 0.85 -0.98 -1.08 -0.209
H 4.60532 -3.76519 0.73774 -0.23 0.07 -0.10 0.108
H 4.03122 -3.55661 -0.94749 0.39 -0.25 0.02 0.095
H 2.38331 -5.37383 -0.66905 0.29 0.37 -0.39 0.108
H 3.18221 -5.61501 0.86746 -0.38 -0.11 0.23 0.104
H 1.61235 -4.09009 1.96564 0.07 0.21 0.40 0.101
H 0.63068 -4.84003 0.73651 -0.41 0.25 0.10 0.102
H 0.42948 -2.12115 0.52996 0.64 -0.21 0.50 0.079
H 1.12765 -2.95878 -0.85031 0.04 0.23 0.50 0.121
O -3.72647 -1.50591 -2.84114 -0.08 -0.21 -0.05 -0.313
S -3.08016 -2.73133 -2.44703 -0.52 -0.47 -0.25 0.663
O -2.05303 -3.29924 -3.27884 0.25 0.07 0.06 -0.306
C -2.57292 -2.60626 -0.78198 1.37 0.66 1.19 -0.262
C -2.76740 -3.96912 -0.17732 -0.47 -1.48 0.75 -0.228
C -4.19080 -4.41742 -0.64410 0.16 0.08 2.72 -0.228
C -4.24567 -4.06929 -2.07367 -1.94 0.53 -2.13 -0.253
H -3.20443 -1.85919 -0.29617 0.06 0.04 -0.11 0.118
H -1.51761 -2.28386 -0.75655 -0.51 0.13 -0.09 0.085
H -2.02762 -4.65452 -0.57945 0.25 -0.14 -0.14 0.106
H -2.67300 -4.03208 0.93131 -0.04 0.42 -0.77 0.127
H -4.86429 -3.76304 -0.00523 0.33 -0.71 -1.03 0.132
H -4.50266 -5.47662 -0.41367 0.69 1.03 -0.30 0.133
H -5.24086 -3.66444 -2.29350 0.17 0.01 -0.27 0.106
H -4.09127 -4.87319 -2.80491 0.32 0.11 0.42 0.113
O 0.46156 -0.96406 3.80480 -0.98 0.25 -0.55 -0.333
S 1.21034 -0.44962 4.91932 2.11 1.41 -1.11 0.683
O 1.71807 0.94477 4.87000 -1.28 -2.33 0.58 -0.335
C 0.35222 -0.93699 6.40807 0.29 0.27 1.64 -0.212
C 1.00408 -2.26033 6.91479 -0.28 -0.02 -0.96 -0.198
C 1.81875 -2.79632 5.74036 0.25 -0.85 -1.16 -0.250
C 2.55175 -1.62397 5.09530 -0.18 0.36 0.84 -0.219
H -0.69003 -1.15905 6.19055 0.04 0.50 -0.29 0.104
H 0.44812 -0.13344 7.16126 -0.23 -0.28 -0.50 0.111
H 1.62209 -2.16935 7.80846 -0.22 0.27 -0.03 0.116
H 0.18098 -2.95631 7.06373 0.18 -0.07 0.57 0.109
H 1.12640 -3.23680 5.00110 0.27 0.11 0.21 0.114
H 2.53322 -3.58335 6.00067 -0.17 0.12 0.22 0.118
H 3.09875 -1.76286 4.13822 -0.53 0.13 0.65 0.102
H 3.14343 -1.19967 5.90572 0.68 0.17 -0.30 0.107
O -0.68867 1.96826 -1.41024 0.26 -0.83 0.70 -0.337
S -0.03291 1.05044 -0.47892 -0.91 1.17 1.02 0.727
O 0.06746 -0.35319 -0.83426 0.02 0.22 -0.08 -0.353
C 1.56107 1.76477 -0.02108 0.42 -1.54 -1.19 -0.227
C 1.63706 1.81437 1.48103 -0.70 -0.42 -0.15 -0.193
C 0.21190 2.17021 1.95357 -0.83 -0.13 0.39 -0.201
C -0.73654 1.16919 1.26536 1.04 -1.07 -0.73 -0.183
H 1.67017 2.65283 -0.62498 0.01 0.47 0.13 0.080
H 2.23886 0.97335 -0.35889 0.24 0.40 -0.34 0.080
H 1.87805 0.77972 1.75811 -0.16 0.22 0.50 0.096
H 2.48356 2.41549 1.80942 -0.39 0.32 0.20 0.127
H -0.13722 3.15045 1.64822 0.45 0.50 -0.01 0.114
H 0.08149 2.09038 3.03898 0.19 0.02 -0.21 0.101
H -1.82574 1.28775 1.23350 0.39 0.59 0.00 0.099
H -0.53046 0.18379 1.71300 -0.10 0.11 -0.30 0.075